ORCA calculation (wB97M-V/def2-TZVPD) on 2 unconnected molecules or ions with the total composition C28H29NO4S in a non-equilibrium geometry.

The geometry in XYZ format:
```
63
Properties=species:S:1:pos:R:3:forces:R:3
C -3.960 3.562 2.282 -0.182 0.173 0.120
C -2.620 3.422 1.603 -0.458 -0.322 0.163
O -1.988 2.220 2.081 -0.363 1.052 -0.615
C -0.712 2.185 1.587 1.558 -1.167 0.406
C 0.075 1.193 2.269 -0.178 0.748 -0.781
S 1.705 1.574 2.595 -1.410 0.049 0.757
C 1.786 1.608 4.400 0.147 -0.174 0.174
C 2.027 2.830 5.038 0.075 -0.244 0.087
C 2.256 2.858 6.414 -0.104 -0.150 -0.167
C 2.226 1.671 7.148 -0.073 -0.055 -0.022
C 1.900 0.463 6.522 -0.055 0.157 -0.288
C 1.670 0.432 5.141 0.202 0.162 0.310
O 2.568 0.504 2.144 0.620 -0.083 0.006
O 1.987 2.950 2.271 0.528 0.042 -0.783
O -0.358 2.912 0.649 -0.439 -0.336 0.595
H -4.468 4.420 1.836 -0.115 -0.001 0.037
H -4.594 2.678 2.140 0.183 0.134 0.083
H -3.847 3.774 3.353 -0.036 -0.229 -0.231
H -2.738 3.345 0.511 0.079 0.273 0.301
H -1.974 4.277 1.852 -0.212 -0.218 -0.321
H -0.411 0.477 2.917 0.135 0.170 0.119
H 2.059 3.748 4.456 0.039 -0.290 0.019
H 2.460 3.818 6.896 -0.026 -0.394 -0.081
H 2.454 1.685 8.214 -0.129 -0.008 -0.233
H 1.834 -0.460 7.100 0.048 0.276 -0.128
H 1.424 -0.503 4.636 0.166 0.200 0.127
C 3.545 -0.546 -2.092 0.185 0.615 0.152
C 2.504 -1.584 -2.065 -0.735 -0.921 0.482
N 2.749 -2.854 -2.474 0.093 0.448 0.081
C 4.037 -3.342 -2.941 0.174 0.148 -0.052
C 1.580 -3.621 -2.461 -0.341 0.348 0.100
C 0.540 -2.779 -2.004 0.204 -0.468 -0.997
C -0.754 -3.290 -1.949 -0.028 -0.753 -0.112
C -0.983 -4.607 -2.389 0.385 0.421 0.284
C 0.075 -5.429 -2.837 0.365 0.494 0.027
C 1.388 -4.933 -2.890 -0.361 -0.065 0.269
C 1.115 -1.461 -1.758 0.335 -0.591 -0.260
C 0.394 -0.304 -1.420 0.121 0.489 -0.514
C -0.816 0.071 -2.084 -0.648 0.098 -0.183
C -1.219 -0.490 -3.333 -0.195 -0.308 0.133
C -2.479 -0.239 -3.858 0.751 -0.167 0.027
C -3.370 0.626 -3.207 0.194 -0.141 0.321
C -4.746 0.838 -3.736 -0.288 0.184 -0.061
C -2.942 1.285 -2.050 -0.011 0.048 -0.276
C -1.681 1.058 -1.539 0.357 -0.210 0.491
H 3.045 0.417 -1.978 0.296 0.026 0.071
H 4.263 -0.663 -1.267 -0.202 -0.018 -0.147
H 4.111 -0.528 -3.034 -0.209 -0.094 0.208
H 3.913 -4.373 -3.273 0.142 0.230 0.091
H 4.384 -2.738 -3.789 -0.058 -0.163 0.160
H 4.793 -3.297 -2.143 -0.300 -0.050 -0.213
H -1.545 -2.653 -1.568 -0.140 -0.235 -0.160
H -1.994 -5.010 -2.382 0.221 0.106 0.072
H -0.127 -6.457 -3.141 0.043 0.346 0.046
H 2.239 -5.533 -3.232 -0.562 0.091 0.139
H 0.788 0.346 -0.634 0.001 0.299 -0.211
H -0.523 -1.134 -3.872 -0.258 0.077 0.176
H -2.776 -0.725 -4.789 0.091 0.204 0.210
H -5.247 1.621 -3.168 -0.067 -0.040 -0.078
H -4.730 1.132 -4.788 0.029 -0.043 0.054
H -5.346 -0.074 -3.661 0.108 0.037 0.001
H -3.608 1.997 -1.559 0.256 -0.167 -0.142
H -1.339 1.634 -0.687 0.050 -0.041 0.160
```
Positions in Å, forces in eV/Å.

## Properties
Relative energy (zero: lowest compared OMol25 entry of this formula, charge and spin) in kJ/mol: 0.0

---

ORCA calculation (wB97M-V/def2-TZVPD) on 2 unconnected molecules or ions with the total composition C4H9NO3 in a non-equilibrium geometry.

The geometry in XYZ format:
```
17
Properties=species:S:1:pos:R:3:forces:R:3
C 0.022 -1.859 -0.977 -0.133 0.149 0.083
C 0.628 -1.024 0.102 0.240 1.545 -0.619
C 1.219 0.180 -0.107 0.881 -2.105 -0.073
O 0.570 -1.490 1.390 -0.181 -0.492 -0.076
O 2.027 0.762 0.845 -0.834 0.206 0.788
H -0.107 -2.190 1.432 0.368 0.465 0.079
H 1.771 0.353 1.695 0.340 0.236 -0.350
H 1.429 0.562 -1.097 -0.327 -0.017 0.014
H 0.700 -2.678 -1.239 -0.117 0.030 0.001
H -0.180 -1.262 -1.869 0.119 -0.080 0.130
H -0.933 -2.283 -0.651 -0.011 0.031 -0.024
N -1.153 2.375 -0.354 0.517 -0.382 0.021
C -1.223 1.315 0.513 -2.995 -0.057 0.074
O -2.052 0.405 0.364 1.779 1.108 0.164
H -1.556 2.240 -1.271 0.035 0.030 0.138
H -0.408 3.052 -0.265 -0.119 -0.219 0.000
H -0.755 1.541 1.490 0.439 -0.448 -0.350
```
Positions in Å, forces in eV/Å.

## Properties
Relative energy (zero: lowest compared OMol25 entry of this formula, charge and spin) in kJ/mol: 179.0

---

ORCA calculation (wB97M-V/def2-TZVPD) on 2 unconnected molecules or ions with the total composition C6H2Cl4N2 in a non-equilibrium geometry.

The geometry in XYZ format:
```
14
Properties=species:S:1:pos:R:3:forces:R:3
C 0.723 -0.849 -2.112 -0.439 -0.209 -1.163
C -1.020 -0.038 0.597 -0.642 -3.319 0.762
C 1.420 0.454 -0.246 2.042 0.392 0.801
C -0.879 -1.360 0.781 -1.837 1.494 -0.583
C 0.826 0.386 -1.395 0.915 -3.121 -0.378
C -1.349 1.180 0.872 -0.003 0.239 -1.141
N 0.580 -1.758 -2.819 0.233 0.823 0.920
N 2.181 0.659 0.666 -0.213 0.433 0.172
Cl -2.316 -2.415 0.984 0.970 0.994 0.048
Cl 0.551 -2.230 0.646 0.550 -0.463 0.105
Cl -1.932 2.294 -0.345 0.231 -0.280 0.643
Cl -0.928 1.764 2.399 -0.176 0.907 0.973
H 0.317 1.222 -1.641 -1.619 2.459 -1.406
H 1.827 0.691 1.614 -0.014 -0.350 0.245
```
Positions in Å, forces in eV/Å.

## Properties
Relative energy (zero: lowest compared OMol25 entry of this formula, charge and spin) in kJ/mol: 110.4

---

ORCA calculation (wB97M-V/def2-TZVPD) on 3 unconnected molecules or ions with the total composition C32H49F9N2O7S in a non-equilibrium geometry.

The geometry in XYZ format:
```
100
Properties=species:S:1:pos:R:3:forces:R:3
O -2.260 -8.280 -2.141 0.289 -1.260 -0.653
C -2.219 -7.192 -1.672 0.131 1.142 0.479
C -2.111 -6.837 -0.211 -0.400 -0.269 -0.141
C -2.709 -5.405 -0.021 0.628 -1.349 0.634
C -1.613 -4.641 0.778 0.016 0.485 -0.981
C -0.473 -4.034 -0.071 -0.434 0.030 0.534
C -0.664 -2.537 -0.311 0.455 0.174 -0.038
C 0.628 -1.840 -0.799 -0.192 -0.391 0.226
C 1.251 -0.864 0.215 0.096 0.573 -0.569
C 1.464 0.547 -0.376 0.131 -0.064 0.452
C 2.569 1.345 0.349 -0.508 0.141 0.025
C 2.010 2.512 1.170 -0.003 -0.123 -0.272
C 1.412 3.611 0.281 0.614 0.284 0.034
C 2.425 4.734 -0.043 -0.714 -0.185 -0.019
C 1.695 6.051 -0.330 0.716 -0.331 0.122
C 2.602 7.013 -1.074 -0.269 -0.288 -0.862
N 1.979 8.280 -1.414 0.153 0.391 0.415
C 0.671 8.484 -1.767 -0.157 0.766 -0.207
C 0.495 9.832 -2.048 0.411 -0.636 0.177
C 1.751 10.463 -1.860 0.106 -0.661 0.114
C 2.642 9.479 -1.463 -0.613 0.769 -0.345
C -3.983 -5.498 0.873 0.057 0.265 -0.494
C -5.280 -4.893 0.309 0.197 -0.053 0.207
C -6.169 -5.952 -0.305 0.100 0.193 0.625
F -6.488 -6.834 0.692 -0.071 -0.042 -0.037
F -5.541 -6.677 -1.252 -0.038 -0.017 -0.169
C -7.564 -5.452 -0.803 -0.110 -0.500 -0.025
F -8.412 -6.487 -0.797 0.056 -0.064 -0.180
F -8.032 -4.556 0.070 0.063 0.152 -0.033
S -7.627 -4.733 -2.558 -0.667 0.426 0.140
F -6.085 -4.369 -2.506 0.217 -0.026 -0.066
F -7.313 -6.157 -3.148 0.173 -0.139 -0.060
F -9.183 -5.034 -2.638 0.020 0.001 -0.048
F -7.970 -3.283 -2.006 0.173 0.052 -0.044
F -7.676 -4.157 -4.023 -0.024 -0.041 -0.020
C -2.899 -4.993 -1.498 0.501 0.865 -0.668
N -2.261 -5.977 -2.389 -0.446 0.114 0.318
H -1.035 -6.821 -0.031 0.087 -0.044 0.057
H -2.536 -7.635 0.393 -0.071 0.141 0.229
H -1.192 -5.358 1.473 -0.042 -0.026 0.211
H -2.034 -3.843 1.383 -0.162 0.060 0.033
H -0.365 -4.564 -1.018 0.161 -0.050 -0.067
H 0.457 -4.159 0.485 0.147 -0.025 -0.085
H -1.494 -2.351 -0.994 -0.040 -0.010 -0.078
H -0.946 -2.075 0.634 -0.147 -0.029 0.096
H 1.365 -2.617 -1.009 0.037 -0.056 -0.131
H 0.454 -1.344 -1.752 -0.055 0.174 -0.014
H 2.217 -1.228 0.560 0.019 -0.179 0.044
H 0.614 -0.747 1.090 0.010 -0.192 0.145
H 0.524 1.087 -0.259 -0.109 0.065 -0.250
H 1.662 0.484 -1.445 0.087 -0.077 -0.070
H 3.280 1.766 -0.362 0.126 -0.122 -0.087
H 3.111 0.664 1.005 0.200 0.023 0.026
H 2.834 2.926 1.752 -0.087 0.120 0.208
H 1.257 2.156 1.875 0.011 -0.147 0.047
H 0.518 4.045 0.727 -0.023 0.035 0.161
H 1.112 3.196 -0.682 -0.266 -0.134 0.037
H 2.980 4.417 -0.927 0.303 0.126 0.029
H 3.115 4.861 0.789 0.168 0.047 -0.003
H 0.832 5.798 -0.943 -0.227 0.252 0.035
H 1.385 6.479 0.622 -0.324 0.104 -0.053
H 3.536 7.187 -0.546 -0.056 0.211 0.232
H 2.878 6.524 -2.015 0.122 -0.056 0.000
H -0.057 7.696 -1.808 0.085 -0.164 0.069
H -0.427 10.300 -2.343 -0.073 -0.025 -0.037
H 1.989 11.501 -2.006 0.066 0.056 0.069
H 3.679 9.628 -1.226 0.101 -0.399 0.137
H -4.132 -6.540 1.140 -0.262 -0.057 0.034
H -3.786 -4.991 1.812 0.129 0.034 0.074
H -5.074 -4.086 -0.387 -0.078 0.019 -0.097
H -5.835 -4.457 1.135 -0.193 -0.014 -0.002
H -3.926 -4.937 -1.837 -0.200 -0.017 0.384
H -2.465 -4.017 -1.710 -0.070 0.068 0.081
H -1.387 -5.688 -2.799 -0.008 -0.153 -0.228
C 8.704 9.740 -0.554 -0.147 0.065 0.260
C 7.624 10.071 -1.551 0.260 -0.040 0.162
C 7.929 11.234 -2.469 0.001 -0.017 -0.164
O 6.621 11.737 -2.764 0.085 0.026 0.082
C 5.820 11.434 -1.712 -0.018 -0.007 -0.017
O 4.734 11.876 -1.536 0.013 0.049 0.008
O 6.437 10.547 -0.890 -0.031 -0.009 -0.124
H 9.597 9.379 -1.065 -0.012 -0.004 -0.035
H 8.963 10.618 0.039 0.023 0.039 -0.068
H 8.363 8.970 0.137 0.018 -0.063 -0.069
H 7.349 9.182 -2.127 -0.038 0.034 -0.044
H 8.438 10.943 -3.384 -0.140 0.036 -0.081
H 8.499 12.020 -1.969 0.030 -0.054 0.067
C 0.358 -7.986 5.938 0.157 0.279 -0.001
C -0.979 -7.525 5.419 0.269 -0.169 0.060
C -1.374 -8.087 4.071 -0.132 -0.088 -0.013
O -2.215 -7.050 3.548 0.096 -0.045 -0.040
C -1.814 -5.881 4.106 -0.016 0.021 0.037
O -2.158 -4.808 3.728 -0.065 0.045 0.254
O -0.967 -6.111 5.134 -0.109 -0.037 -0.045
H 0.337 -9.054 6.151 -0.038 -0.009 -0.004
H 1.145 -7.784 5.210 -0.038 -0.051 -0.054
H 0.618 -7.452 6.852 -0.060 -0.060 0.047
H -1.760 -7.705 6.161 -0.052 0.023 -0.043
H -1.921 -9.025 4.132 -0.139 0.085 -0.048
H -0.518 -8.209 3.403 0.057 0.004 0.062
```
Positions in Å, forces in eV/Å.

---

no.,Kohn-Sham gap (Eh),HOMO energy (eV),DFT total energy (eV)
1,0.1430,-6.31,-50018.731
2,0.3220,-7.98,-11925.686
3,0.3307,-9.40,-59319.778
4,0.2994,-7.68,-86582.842